No. 1
C40H44IIrN2OPSi | ωB97M-V/def2-TZVPD

Properties
expectation value of S²: 6.0119
E_LUMO (spin up / spin down): -2.54 / -4.21 eV
multiplicity: 5
charge: +1
energy: -75321.9406 eV
largest force on an atom: 0.76 eV/Å
orbital gap (spin up / spin down): 0.244 / 0.230 Ha

Last column: Mulliken spin population.
Atoms and positions in Å:
Ir  0.36469  -0.40885  0.06126  2.32
I  2.79304  0.09400  -1.78480  0.14
C  3.61361  1.71810  -0.75963  0.01
C  4.94824  1.57813  -0.48557  0.00
C  5.70774  2.66556  -0.01774  0.00
C  5.11546  3.88563  0.07999  0.01
C  3.73569  4.05310  -0.19331  0.00
C  3.19361  5.35908  -0.14255  0.00
C  1.87766  5.57586  -0.40633  0.00
C  1.04137  4.46739  -0.61237  0.02
C  1.50174  3.17043  -0.63876  0.02
P  0.11596  1.96026  -0.47171  0.30
C  -0.96232  2.20898  -1.90457  0.04
C  -0.87271  1.28591  -2.94086  -0.01
C  -1.64513  1.42811  -4.08199  0.01
C  -2.52048  2.49754  -4.19390  0.00
C  -2.62029  3.42220  -3.16373  0.00
C  -1.84514  3.28182  -2.02364  0.00
C  -0.72825  2.62537  0.99671  0.07
C  0.05411  2.99436  2.09300  0.00
C  -0.54321  3.37164  3.28340  0.00
C  -1.92862  3.39375  3.39067  0.01
C  -2.71051  3.02749  2.30658  -0.01
C  -2.11456  2.63463  1.11581  0.01
C  2.91257  2.93832  -0.53622  -0.03
H  5.44041  0.63436  -0.67641  0.00
H  6.75836  2.53320  0.19883  0.00
H  5.68795  4.75983  0.36212  0.00
H  3.85789  6.18072  0.09347  0.00
H  1.45926  6.57236  -0.39899  0.00
H  -0.01988  4.65566  -0.68896  0.00
H  -0.19652  0.44816  -2.85050  -0.02
H  -1.56593  0.69996  -4.87844  0.00
H  -3.12813  2.60992  -5.08159  0.00
H  -3.30688  4.25411  -3.24477  0.00
H  -1.95070  4.00355  -1.22453  0.00
H  1.13580  2.99020  2.01861  -0.01
H  0.07360  3.65999  4.12468  0.00
H  -2.39561  3.70247  4.31660  0.00
H  -3.78983  3.03432  2.38410  0.00
H  -2.73450  2.31857  0.28853  0.00
O  -1.72238  -0.13058  0.18374  0.29
C  -2.55572  -0.45914  1.14923  0.04
C  -3.91085  -0.62570  0.81105  0.05
C  -4.85006  -0.93164  1.76742  -0.01
C  -4.47614  -1.07673  3.10468  0.03
C  -3.15568  -0.90572  3.45427  -0.03
C  -2.17415  -0.59404  2.50230  -0.01
C  -0.79955  -0.39445  2.93881  0.04
N  0.29665  -0.32558  2.18708  -0.02
C  1.37774  -0.14506  3.02613  0.00
C  0.93200  -0.09895  4.30287  0.02
N  -0.43069  -0.25885  4.23233  0.01
H  -4.18234  -0.50809  -0.22973  0.00
H  -5.88472  -1.06397  1.47903  0.00
H  -5.20969  -1.32906  3.85685  0.00
H  -2.88164  -1.04502  4.49300  0.00
H  2.38133  -0.06503  2.64642  0.00
H  1.44832  0.02588  5.23679  0.00
H  -1.06316  -0.24283  5.01267  0.00
C  -1.08928  -3.43078  0.71980  0.08
Si  0.12972  -2.88057  -0.60441  0.40
C  -0.64115  -3.11525  -2.33087  0.00
C  -0.79433  -4.61475  -2.63098  0.01
C  0.20470  -2.48007  -3.43876  0.05
C  -2.03170  -2.46535  -2.34657  -0.01
C  1.78193  -3.80689  -0.27493  0.08
C  1.46483  -5.27020  0.08538  0.02
C  2.48850  -3.17800  0.93441  0.04
C  2.74666  -3.81154  -1.46210  0.03
H  -1.32092  -4.48644  0.54635  0.01
H  -2.02775  -2.88143  0.68763  -0.01
H  -0.67073  -3.34364  1.72334  0.01
H  0.17041  -5.10707  -2.76269  0.00
H  -1.35514  -4.74339  -3.56129  0.00
H  -1.34202  -5.14208  -1.84694  0.00
H  1.20541  -2.90789  -3.50605  0.00
H  0.30690  -1.40488  -3.29140  -0.02
H  -0.28261  -2.63149  -4.40662  0.00
H  -2.71307  -2.93917  -1.63702  0.00
H  -2.46875  -2.57643  -3.34331  0.00
H  -1.98915  -1.39841  -2.11096  0.00
H  0.84761  -5.34884  0.98084  0.00
H  2.40131  -5.79728  0.29014  0.01
H  0.96016  -5.80140  -0.72304  0.00
H  1.83527  -3.11434  1.80843  0.01
H  2.85636  -2.17280  0.71052  -0.02
H  3.35104  -3.79050  1.21306  0.00
H  2.37451  -4.42462  -2.28440  0.00
H  3.70721  -4.23298  -1.15197  0.00
H  2.94521  -2.81314  -1.85307  0.00

No. 2
C40H45ClN4O8 | ωB97M-V/def2-TZVPD

Properties
E_LUMO: -0.04 eV
energy: -77057.6607 eV
largest force on an atom: 12.80 eV/Å
orbital gap: 0.239 Ha

Last column: Mulliken charge in e.
Atoms and positions in Å:
C  -13.17925  -9.05361  34.62960  -1.41
C  -14.02282  -8.40114  33.47938  -0.62
N  -15.37369  -8.13368  33.99175  0.43
C  -16.59598  -8.77056  33.76434  -1.18
C  -17.47028  -8.41098  34.77947  -0.68
N  -16.72034  -7.51296  35.56365  0.87
C  -15.57122  -7.38940  35.14833  -1.05
C  -17.45911  -6.73716  36.62133  -1.86
H  -12.26895  -9.25221  34.33306  0.64
H  -13.82830  -9.95933  34.77996  0.19
H  -13.16035  -8.40231  35.36625  0.51
H  -14.04469  -9.01135  32.64360  0.42
H  -13.66819  -7.42664  32.93516  0.11
H  -16.89016  -9.42907  33.06438  1.24
H  -18.47882  -8.63767  34.84323  0.72
H  -14.78193  -6.79947  35.47876  0.88
H  -17.27270  -5.79573  36.52562  0.72
H  -17.03243  -7.01864  37.58317  0.09
H  -18.37996  -6.96122  36.66324  0.73
Cl  -12.36231  -9.28663  30.54383  -0.85
N  -21.30092  -8.38160  32.89009  -0.62
C  -21.15268  -7.20094  33.41583  -0.27
C  -19.92906  -6.42936  33.20873  0.80
C  -18.86784  -6.94859  32.52554  0.35
C  -19.01274  -8.14945  31.83199  -0.89
C  -20.33362  -8.77916  32.12510  -0.64
H  -22.01322  -6.96037  34.13563  0.28
H  -19.76061  -5.34522  33.68536  -0.52
H  -18.02285  -6.35617  32.22871  0.25
H  -18.23659  -8.43439  31.20308  0.75
H  -20.64488  -9.65295  31.65757  0.62
N  -17.08860  -9.46645  40.01009  -0.62
C  -16.89459  -9.84817  38.79394  -0.07
C  -15.68605  -9.88049  38.14461  -0.35
C  -14.57008  -9.42138  38.81372  -0.87
C  -14.68861  -8.87247  40.07312  -0.59
C  -15.97578  -8.89990  40.66541  -0.60
H  -17.71852  -10.25165  38.05806  0.22
H  -15.44988  -10.20073  37.22582  0.91
H  -13.78242  -9.34413  38.24921  0.70
H  -13.95794  -8.63475  40.70453  0.66
H  -16.03468  -8.62770  41.61083  0.58
C  -15.26446  -2.80746  39.42184  -1.13
C  -16.70470  -2.13179  39.36680  -0.70
C  -17.83296  -2.99587  39.59242  0.60
C  -17.61379  -4.35268  39.88146  -0.64
C  -16.34289  -4.97962  39.84756  -0.55
C  -15.20413  -4.12779  39.79514  0.11
O  -13.91984  -4.72989  40.13604  -0.56
O  -19.15637  -2.56300  39.43785  -0.50
H  -14.60860  -2.16980  39.36902  0.89
H  -16.76067  -1.13559  38.98046  0.39
H  -18.49453  -4.95018  39.74146  0.45
H  -16.17868  -5.90288  39.71473  1.01
H  -13.32825  -4.26739  39.43992  0.36
H  -19.27407  -1.74163  39.08428  0.29
C  -18.05797  -12.40845  35.30871  -0.47
C  -18.43377  -12.02666  33.91063  -0.19
C  -17.52989  -12.21051  32.85084  0.52
C  -16.33289  -12.78617  33.19567  -0.17
C  -15.85965  -13.12902  34.44103  -0.87
C  -16.79079  -12.99645  35.54041  0.79
O  -16.48085  -13.40430  36.82151  -0.51
O  -17.80148  -11.74137  31.57461  -0.48
H  -19.00448  -12.27478  36.05278  0.23
H  -19.44296  -11.61526  33.82578  0.47
H  -15.45048  -13.04686  32.36344  0.13
H  -14.81625  -13.67942  35.02868  -0.01
H  -15.68351  -13.91301  36.91466  0.29
H  -17.05897  -12.22386  31.18157  0.26
C  -15.84893  -4.13615  32.86705  -0.48
C  -14.43164  -4.67645  32.92681  -0.46
C  -13.71608  -4.49524  34.21431  0.35
C  -14.48852  -3.89176  35.25072  -0.56
C  -15.81904  -3.43558  35.15555  -0.37
C  -16.55373  -3.60256  33.94097  0.50
O  -17.85201  -3.39648  33.82842  -0.60
O  -12.43692  -4.73420  34.39884  -0.48
H  -16.41216  -4.33546  31.97230  0.52
H  -14.18218  -5.24355  31.96674  0.33
H  -14.12666  -3.85564  36.29197  0.35
H  -16.25378  -3.08210  36.15886  0.23
H  -18.27634  -3.67536  33.02155  0.34
H  -11.97899  -4.76007  33.65334  0.33
C  -21.78898  -3.85496  35.42389  -0.47
C  -20.88451  -4.76010  36.34033  -1.15
C  -21.65162  -5.79629  36.92737  0.75
C  -22.95663  -6.01848  36.73990  -0.61
C  -23.72259  -5.18040  35.82052  -0.51
C  -23.17825  -3.96240  35.32103  0.58
O  -23.79644  -3.16608  34.51113  -0.54
O  -20.91975  -6.54942  37.96671  -0.51
H  -21.22812  -2.93669  35.01398  0.16
H  -19.88259  -4.63624  36.47947  1.00
H  -23.34959  -6.78907  37.31164  0.43
H  -24.84769  -5.48613  35.59242  0.24
H  -23.36702  -2.34595  34.19335  0.33
H  -21.24559  -7.52089  38.12306  0.29